Version w
Molecular formula: C8H6O
Method: DFT, ωB97M-V/def2-TZVPD

## Properties
LUMO level (alpha / beta) = -0.56 / -0.26 eV
HOMO (alpha / beta) = -0.2923 / -0.2923 Eh

```
! wB97M-V def2-TZVPD RIJCOSX def2/J DEFGRID3
* xyz 0 1
O -1.35 -0.20 2.40
C -0.67 -0.19 1.24
C -0.23 -1.23 0.51
C 0.46 -0.84 -0.75
C -0.50 -0.01 -1.50
C -0.91 1.07 -0.80
C -0.31 1.22 0.52
C 1.14 1.14 0.34
C 1.56 0.05 -0.35
H -1.57 -1.10 2.66
H -0.35 -2.26 0.80
H -0.85 -0.24 -2.48
H -1.62 1.77 -1.20
H 1.83 1.88 0.70
H 2.60 -0.14 -0.56
*
```



Version x
Molecular formula: C8H6O
Method: DFT, ωB97M-V/def2-TZVPD

## Properties
LUMO level = 0.83 eV
HOMO = -0.3178 Eh

```
! wB97M-V def2-TZVPD RIJCOSX def2/J DEFGRID3
* xyz 0 1
C -2.62 1.13 -0.97
C -1.99 0.43 -0.18
C -1.38 -0.35 0.86
C -0.43 -1.26 0.87
O 0.10 -1.82 -0.30
C 0.64 -0.95 -1.20
C 1.33 0.16 -0.89
C 1.72 0.65 0.41
C 2.35 1.10 1.36
H -2.95 1.74 -1.76
H -1.89 -0.16 1.83
H 0.00 -1.64 1.78
H 0.59 -1.23 -2.28
H 1.71 0.67 -1.73
H 2.81 1.52 2.20
*
```



Pick version x: it beats the second-best structure by 124.2 kJ/mol.



Version w
Molecular formula: C5H16N3S
Method: DFT, ωB97M-V/def2-TZVPD

## Properties
LUMO level = -2.96 eV
HOMO = -0.4333 Eh

```
! wB97M-V def2-TZVPD RIJCOSX def2/J DEFGRID3
* xyz 1 1
C 0.52 -1.02 2.27
C 0.82 1.26 1.25
N 1.30 0.06 1.63
N 1.76 2.23 0.89
N -0.51 1.59 1.32
H 2.32 0.03 1.75
H 1.41 2.93 0.24
H 2.76 1.88 0.69
H -0.74 2.60 1.10
H -1.19 1.12 1.86
H -0.53 -0.74 2.34
H 1.06 -1.38 3.19
H 0.35 -1.81 1.50
C -0.52 -0.66 -2.52
C 0.49 0.40 -2.92
C -2.37 -1.28 -0.33
S -0.57 -1.27 -0.65
H -1.53 -0.18 -2.76
H -0.55 -1.61 -3.02
H 0.47 0.58 -3.98
H 1.52 -0.05 -2.76
H -2.96 -1.18 -1.27
H -2.73 -0.51 0.36
H -2.69 -2.28 0.16
H 0.65 1.44 -2.47
*
```



Version x
Molecular formula: C5H16N3S
Method: DFT, ωB97M-V/def2-TZVPD

## Properties
LUMO level = -2.87 eV
HOMO = -0.4296 Eh

```
! wB97M-V def2-TZVPD RIJCOSX def2/J DEFGRID3
* xyz 1 1
C 2.20 1.18 1.27
C 1.30 1.29 -1.01
N 2.22 0.83 -0.17
N 0.67 2.43 -0.78
N 1.03 0.67 -2.17
H 2.58 -0.08 -0.42
H 0.82 3.01 0.04
H -0.20 2.61 -1.25
H 1.47 -0.23 -2.35
H 0.92 1.21 -3.01
H 2.59 0.33 1.81
H 1.16 1.30 1.58
H 2.77 2.09 1.45
C -1.36 -1.64 -0.57
C -2.81 -1.59 -1.04
C -0.87 -1.62 2.27
S -1.01 -0.52 0.84
H -1.05 -2.62 -0.23
H -0.73 -1.28 -1.38
H -3.31 -0.67 -0.77
H -3.44 -2.38 -0.63
H -0.89 -2.65 1.95
H 0.09 -1.42 2.74
H -1.70 -1.50 2.96
H -2.89 -1.72 -2.13
*
```



Pick version x: it beats the second-best structure by 136.7 kJ/mol.



Version w
Molecular formula: C2H6N2S2
Method: DFT, ωB97M-V/def2-TZVPD

## Properties
LUMO level = -0.29 eV
HOMO = -0.3113 Eh

```
! wB97M-V def2-TZVPD RIJCOSX def2/J DEFGRID3
* xyz 0 1
C 1.11 0.92 0.14
C -0.04 0.10 -0.02
H 3.00 -0.09 1.42
H 0.67 1.97 -0.55
H 1.30 1.35 1.14
H 1.04 -1.56 0.33
H -1.18 1.52 0.94
H -1.52 -1.55 0.40
N 0.06 -1.21 -0.11
N -1.27 0.95 -0.36
S 2.65 -0.18 -0.13
S -2.73 -0.20 0.06
*
```



Version x
Molecular formula: C2H6N2S2
Method: DFT, ωB97M-V/def2-TZVPD

## Properties
LUMO level = 0.26 eV
HOMO = -0.3090 Eh

```
! wB97M-V def2-TZVPD RIJCOSX def2/J DEFGRID3
* xyz 0 1
C -2.17 -0.06 -0.70
C -0.89 0.31 -0.06
N 1.21 -0.63 0.15
N 0.07 -0.42 -0.43
S 2.29 0.70 0.79
S 4.22 0.53 0.49
H -2.65 -0.72 0.13
H -2.25 -0.69 -1.50
H -2.67 0.93 -0.99
H -0.81 1.21 0.48
H 1.64 -1.29 -0.46
H 2.01 0.14 2.11
*
```



Version y
Molecular formula: C2H6N2S2
Method: DFT, ωB97M-V/def2-TZVPD

## Properties
LUMO level = 0.07 eV
HOMO = -0.3032 Eh

```
! wB97M-V def2-TZVPD RIJCOSX def2/J DEFGRID3
* xyz 0 1
C 0.06 -1.12 1.27
N -0.10 -0.40 0.00
S -0.65 -1.17 -1.36
C 0.30 0.91 -0.16
N 0.32 1.40 -1.41
S 0.92 1.97 1.01
H 0.18 -2.24 1.06
H -0.90 -0.93 1.99
H 0.81 -0.40 1.85
H -2.05 -1.23 -0.70
H 0.70 2.42 -1.28
H 0.41 0.77 -2.26
*
```



Version z
Molecular formula: C2H6N2S2
Method: DFT, ωB97M-V/def2-TZVPD

## Properties
LUMO level = 0.34 eV
HOMO = -0.3026 Eh

```
! wB97M-V def2-TZVPD RIJCOSX def2/J DEFGRID3
* xyz 0 1
C 2.65 0.76 -0.01
S 1.33 -0.66 -0.39
N -0.31 0.09 -0.58
C -1.14 -0.91 -0.16
N -2.46 -0.92 -0.11
S -3.15 0.52 -0.32
H 2.84 0.99 1.17
H 2.40 1.79 -0.65
H 3.65 0.34 -0.32
H -0.86 -1.90 -0.06
H -2.78 -1.32 0.97
H -2.18 1.22 0.45
*
```



Pick version y: it beats the second-best structure by 180.9 kJ/mol.



Version w
Molecular formula: C3H7O3
Method: DFT, ωB97M-V/def2-TZVPD

## Properties
LUMO level = 3.62 eV
HOMO = -0.1461 Eh

```
! wB97M-V def2-TZVPD RIJCOSX def2/J DEFGRID3
* xyz -1 1
C 0.55 -0.18 -1.77
C 1.25 -1.37 -1.05
O 2.09 -1.96 -1.77
O 0.83 -1.66 0.09
H 1.08 -0.03 -2.70
H 0.48 0.73 -1.16
H -0.43 -0.59 -2.05
C -0.58 0.93 1.66
O -1.80 0.92 2.44
H -2.51 0.43 2.02
H 0.08 1.63 2.14
H -0.25 -0.10 1.50
H -0.80 1.26 0.64
*
```



Version x
Molecular formula: C3H7O3
Method: DFT, ωB97M-V/def2-TZVPD

## Properties
LUMO level = 4.39 eV
HOMO = -0.1705 Eh

```
! wB97M-V def2-TZVPD RIJCOSX def2/J DEFGRID3
* xyz -1 1
C -1.17 1.11 -0.44
O -1.10 0.88 0.95
C 0.10 1.81 -0.96
H -2.05 1.73 -0.63
H -1.28 0.16 -0.96
H -0.04 2.08 -2.01
H 0.93 1.12 -0.88
H 0.26 2.70 -0.34
O 0.74 -1.68 -0.92
C 0.98 -1.78 0.28
O 0.70 -1.00 1.24
H 1.60 -2.66 0.61
H -0.35 0.20 1.10
*
```



Version y
Molecular formula: C3H7O3
Method: DFT, ωB97M-V/def2-TZVPD

## Properties
LUMO level = 4.12 eV
HOMO = -0.1650 Eh

```
! wB97M-V def2-TZVPD RIJCOSX def2/J DEFGRID3
* xyz -1 1
O -0.76 0.44 2.82
C -0.12 -0.28 2.07
O 0.44 -0.06 0.98
H 0.01 -1.34 2.40
H 0.32 -0.88 -0.35
C 0.19 -0.13 -2.24
O 0.36 -1.21 -1.31
C -0.13 1.22 -1.64
H 1.14 -0.16 -2.87
H -0.59 -0.54 -2.84
H -0.86 0.91 -0.85
H 0.76 1.48 -1.08
H -0.58 1.91 -2.38
*
```



Pick version x: it beats the second-best structure by 55.8 kJ/mol.



Version w
Molecular formula: C3H7O3
Method: DFT, ωB97M-V/def2-TZVPD

## Properties
LUMO level = 3.95 eV
HOMO = -0.1402 Eh

```
! wB97M-V def2-TZVPD RIJCOSX def2/J DEFGRID3
* xyz -1 1
C 1.20 1.14 0.07
C 0.61 0.70 -1.38
O -0.28 1.36 -1.84
O 1.25 -0.32 -1.77
H 1.58 0.27 0.44
H 0.31 1.53 0.79
H 1.88 1.96 -0.13
C -0.89 -1.35 0.49
O -2.03 -0.90 1.11
H -2.15 -0.02 0.94
H -0.75 -1.30 -0.54
H -0.68 -2.29 0.88
H -0.05 -0.78 0.93
*
```



Version x
Molecular formula: C3H7O3
Method: DFT, ωB97M-V/def2-TZVPD

## Properties
LUMO level = 4.29 eV
HOMO = -0.1569 Eh

```
! wB97M-V def2-TZVPD RIJCOSX def2/J DEFGRID3
* xyz -1 1
C -0.65 0.42 -2.45
C -0.71 -0.15 -1.00
O 0.01 -1.15 -0.78
O -1.47 0.43 -0.18
H -1.27 1.31 -2.47
H -1.09 -0.32 -3.12
H 0.40 0.68 -2.60
C 1.14 -0.20 2.20
O -0.24 -0.12 2.41
H -0.71 -0.20 1.57
H 1.51 0.42 1.36
H 1.48 -1.20 1.92
H 1.61 0.08 3.14
*
```



Version y
Molecular formula: C3H7O3
Method: DFT, ωB97M-V/def2-TZVPD

## Properties
LUMO level = 4.20 eV
HOMO = -0.1458 Eh

```
! wB97M-V def2-TZVPD RIJCOSX def2/J DEFGRID3
* xyz -1 1
C 1.37 0.58 -2.31
C 0.27 -0.01 -1.49
O 0.73 -0.85 -0.62
O -0.90 0.39 -1.50
H 1.85 1.11 -1.49
H 0.96 1.34 -3.06
H 2.11 -0.09 -2.53
C -1.31 -0.08 2.30
O -0.52 -1.20 2.44
H 0.06 -1.52 1.66
H -2.38 -0.45 2.55
H -0.86 0.71 2.91
H -1.37 0.08 1.14
*
```



Pick version x: it beats the second-best structure by 111.3 kJ/mol.